Entry 1:
An isolated molecule of C6H16O2Si. Source: the OMol25 dataset; level of theory: wB97M-V/def2-TZVPD.

Calculated values
Largest force on an atom in eV/A: 4.9
Electronic energy in eV: -18454.85506
2S+1: 1
Orbital gap in Ha: 0.3834
SMILES: CO[Si@H](C)OC(C)(C)C

Last column: natural (NBO) charge in e.
Cartesian coordinates (Å):
C  -1.660  1.788  1.022  -0.6248
C  -1.593  0.796  -1.471  -0.6319
C  -1.976  -0.755  0.503  -0.6333
C  2.550  1.843  0.353  -0.2319
C  1.471  -1.470  -1.594  -1.1640
C  -1.374  0.563  0.088  0.3140
O  0.058  0.429  0.139  -0.9543
O  2.631  0.471  0.312  -0.8993
Si  1.393  -0.541  0.103  1.9385
H  -0.992  1.904  1.787  0.2214
H  -1.551  2.534  0.268  0.2125
H  -2.744  1.912  1.359  0.2109
H  -2.548  1.323  -1.707  0.2071
H  -1.573  -0.153  -1.965  0.2107
H  -0.798  1.521  -1.768  0.2215
H  -2.987  -0.851  0.175  0.2174
H  -1.457  -1.579  0.081  0.2104
H  -1.810  -0.725  1.653  0.2131
H  2.608  2.251  -0.645  0.1590
H  1.618  2.183  0.752  0.1781
H  3.463  2.132  0.871  0.1808
H  2.035  -0.823  -2.343  0.2405
H  2.010  -2.376  -1.775  0.2467
H  0.397  -1.356  -1.968  0.2282
H  1.624  -1.503  1.080  -0.2713

Forces on the atoms, in the same order (eV/Å):
C -3.6 -0.9 -3.3
C -0.6 2.3 1.7
C 0.6 1.1 2.8
C 1.2 0.6 -0.5
C -0.7 3.2 -0.9
C 0.9 -0.4 -1.3
O 0.9 -0.4 0.7
O 0.2 -1.1 0.0
Si -0.7 0.1 -2.6
H 1.7 0.0 1.9
H 0.4 1.5 0.0
H 1.4 -0.6 -0.3
H 0.4 -0.6 0.3
H 0.3 -0.4 -0.5
H -0.4 -0.9 -0.1
H -1.0 0.1 0.3
H 0.7 -0.7 -0.4
H -0.8 -0.8 -1.8
H 0.1 0.3 -0.6
H -0.4 0.4 0.8
H -0.4 0.7 0.4
H -0.7 -0.1 1.0
H -0.4 -1.1 0.5
H 1.3 -1.0 0.2
H -0.3 -1.3 1.6



Entry 2:
A 2-piece molecular cluster, C3H7BrNS overall. Source: the OMol25 dataset; level of theory: wB97M-V/def2-TZVPD.

Calculated values
Total charge: +1
Largest force on an atom in eV/A: 4.3
Electronic energy in eV: -85584.65978
2S+1: 1
Orbital gap in Ha: 0.3424

Last column: natural (NBO) charge in e.
Cartesian coordinates (Å):
C  0.165  0.354  0.555  -0.2893
C  1.015  0.951  -0.575  -0.4589
C  1.318  -1.567  -0.106  -0.0088
N  0.453  -1.034  0.734  -0.4588
S  2.182  -0.478  -1.017  0.4751
Br  -3.626  0.304  -0.563  -0.2179
H  0.641  0.921  1.466  0.2423
H  -0.988  0.514  0.591  0.2797
H  0.492  1.209  -1.471  0.2540
H  1.717  1.670  -0.280  0.2490
H  1.396  -2.586  0.142  0.2691
H  -0.274  -1.652  1.055  0.4379
H  -4.493  1.394  -0.530  0.2265

Forces on the atoms, in the same order (eV/Å):
C -0.4 3.2 2.9
C -0.2 -2.8 -0.6
C -0.7 1.6 2.1
N -0.3 -0.8 -1.8
S -0.1 0.0 -0.7
Br 0.5 -0.6 -0.1
H -1.4 -1.2 -1.1
H 2.2 0.0 -0.5
H -0.3 0.3 -0.5
H 0.4 1.4 0.6
H 0.9 -1.5 -0.9
H -0.1 -0.1 0.7
H -0.4 0.6 0.0



Entry 3:
An isolated molecule of C3H3FO2. Source: the OMol25 dataset; level of theory: wB97M-V/def2-TZVPD.

Calculated values
Largest force on an atom in eV/A: 4.5
Electronic energy in eV: -9969.80630
2S+1: 1
Orbital gap in Ha: 0.4310
SMILES: O=C(F)[C@@H]1CO1

Last column: natural (NBO) charge in e.
Cartesian coordinates (Å):
C  2.259  0.270  -0.183  0.8856
C  -0.125  -0.601  0.139  -0.0612
C  0.828  0.211  -0.455  -0.1095
O  3.068  1.091  -0.148  -0.4271
O  0.155  -0.791  -1.226  -0.4194
F  2.527  -1.126  0.497  -0.4652
H  0.123  -1.306  0.858  0.2082
H  -1.082  -0.175  0.243  0.1806
H  0.411  1.142  -0.671  0.2082

Forces on the atoms, in the same order (eV/Å):
C 0.2 -3.8 2.4
C -2.0 -1.1 0.6
C 0.5 1.8 -2.0
O 0.3 0.2 -0.4
O 1.3 -0.5 0.1
F 0.1 2.6 -1.5
H 0.6 -1.6 0.8
H -1.1 0.6 0.6
H 0.1 1.9 -0.6



Ordered relative energy (zero: lowest compared OMol25 entry of this formula, charge and spin) results: 28.8, 0.0, 40.4; unit kcal per mole.
Ordered LUMO results: 0.8, -4.9, 0.3; unit eV.
Ordered highest occupied orbital energy results: -9.6233, -14.1822, -11.4752; unit eV.